C25H37LiN6O2PS | the ωB97M-V functional and the def2-TZVPD basis

Geometry as ORCA input:
```
! wB97M-V def2-TZVPD RIJCOSX def2/J DEFGRID3
* xyz -1 1
Li -0.185 -0.771 -0.716
C -2.394 -1.894 2.858
C -1.369 -1.450 1.860
N -1.577 -0.614 0.910
N -2.813 -0.073 0.810
C -2.936 0.757 -0.213
N -4.190 1.328 -0.294
S -1.790 1.210 -1.398
C -0.011 -2.029 1.912
C 0.403 -2.831 2.978
C 1.688 -3.341 2.984
C 2.537 -3.050 1.928
C 2.041 -2.253 0.906
N 0.815 -1.754 0.894
H -3.344 -1.424 2.621
H -2.107 -1.620 3.877
H -2.507 -2.979 2.809
H -4.909 0.816 0.195
H -4.427 1.673 -1.208
H -0.280 -3.052 3.786
H 2.023 -3.964 3.805
H 3.548 -3.431 1.886
H 2.654 -2.001 0.047
C 3.432 3.841 -0.944
C 2.443 2.712 -1.234
C 1.291 3.198 -2.118
P 1.710 1.687 0.143
C 3.142 1.334 1.291
C 3.723 2.419 2.198
C 4.250 0.669 0.470
C 0.552 2.795 1.086
C 0.129 2.051 2.355
C 0.906 4.250 1.387
H 3.715 4.329 -1.883
H 4.348 3.475 -0.480
H 3.011 4.605 -0.293
H 2.982 1.952 -1.814
H 0.691 3.959 -1.613
H 0.617 2.383 -2.381
H 1.681 3.640 -3.039
H 2.719 0.557 1.940
H 4.110 3.267 1.633
H 4.551 2.008 2.785
H 2.982 2.798 2.901
H 4.798 1.405 -0.124
H 3.842 -0.074 -0.219
H 4.971 0.171 1.124
H -0.321 2.789 0.423
H 0.927 2.031 3.102
H -0.158 1.023 2.128
H -0.737 2.543 2.807
H 1.826 4.351 1.965
H 0.099 4.703 1.971
H 1.013 4.839 0.477
N 1.434 -1.168 -2.350
H 0.680 -1.057 -3.033
H 1.474 -2.169 -2.182
H 2.303 -0.886 -2.787
O -2.031 -3.630 0.064
C -2.158 -3.082 -1.021
N -1.223 -2.339 -1.690
C -1.723 -2.007 -2.918
O -1.127 -1.434 -3.822
C -3.151 -2.487 -3.028
C -4.097 -2.355 -4.021
C -5.349 -2.923 -3.793
C -5.623 -3.600 -2.607
C -4.652 -3.729 -1.615
C -3.421 -3.157 -1.853
H -3.869 -1.822 -4.936
H -6.125 -2.836 -4.545
H -6.607 -4.029 -2.457
H -4.851 -4.250 -0.686
*
```

Computed properties:
Kohn-Sham gap, eV: 6.69
Relative energy (zero: lowest compared OMol25 entry of this formula, charge and spin), kcal per mole: 3.0

C19H17N6O8 | the ωB97M-V functional and the def2-TZVPD basis

Geometry as ORCA input:
```
! wB97M-V def2-TZVPD RIJCOSX def2/J DEFGRID3
* xyz -1 1
C -2.345 2.732 0.365
C -1.153 2.584 -0.571
N 0.127 2.307 0.195
C 0.797 3.509 0.625
C 1.614 4.244 -0.428
C 0.863 1.158 0.283
C 0.091 -0.135 -0.194
C 0.414 -0.122 -1.787
C -0.574 -0.923 -2.623
C -1.783 -0.338 -3.044
C -2.638 -1.056 -3.885
C -2.294 -2.339 -4.338
C -1.040 -2.865 -4.002
C -0.174 -2.143 -3.194
O 1.351 0.511 -2.170
O 1.931 1.087 0.811
H -3.236 3.077 -0.177
H -2.582 1.767 0.828
H -2.146 3.458 1.165
H -1.362 1.843 -1.359
H -0.975 3.537 -1.079
H -0.002 4.153 0.985
H 1.452 3.245 1.455
H 2.129 5.077 0.065
H 2.367 3.563 -0.839
H 0.996 4.656 -1.236
H -1.019 0.079 -0.168
H -2.078 0.655 -2.700
H -3.610 -0.649 -4.181
H -2.980 -2.927 -4.961
H -0.745 -3.858 -4.345
H 0.795 -2.545 -2.924
O 2.623 -3.352 5.443
N 1.774 -2.718 4.832
C 1.592 -2.239 3.550
C 0.416 -1.457 3.529
N -0.161 -1.411 4.801
O 0.720 -2.121 5.580
C -0.013 -0.831 2.281
N -1.250 -0.056 2.352
O -1.402 0.844 3.191
O -2.149 -0.349 1.511
C 0.516 -1.124 0.912
C 1.796 -1.859 1.105
N 2.384 -2.642 0.111
O 2.317 -2.649 -1.104
O 3.253 -3.584 0.733
N 3.219 -3.505 2.125
C 2.303 -2.474 2.329
H -0.128 -1.814 0.147
*
```

Computed properties:
Kohn-Sham gap, eV: 6.49

C26H115N2O35S2 | the ωB97M-V functional and the def2-TZVPD basis

Geometry as ORCA input:
```
! wB97M-V def2-TZVPD RIJCOSX def2/J DEFGRID3
* xyz 0 2
C 0.258 4.765 2.010
C -1.264 5.184 2.055
C -2.097 4.809 0.763
C -1.366 3.838 -0.246
C -2.286 3.315 -1.428
C -1.750 1.956 -2.057
C -2.008 0.844 -0.990
C -1.582 -0.622 -1.467
C -0.171 -0.666 -2.153
C 0.810 -1.770 -1.553
C 0.402 -3.147 -2.189
C -0.743 -3.878 -1.419
C -0.222 -5.088 -0.540
S -1.705 -5.602 0.478
C -1.534 -4.861 2.146
S -0.332 -5.520 3.120
N -2.427 -3.817 2.510
C -2.223 -2.581 1.711
C -2.054 -1.286 2.597
O -0.990 -1.548 3.516
C -1.362 -2.544 4.472
C -2.478 -3.552 3.953
C 2.233 -1.403 -2.164
C 3.467 -2.029 -1.414
C 4.684 -1.018 -1.645
C 3.927 -3.354 -2.148
N 3.329 -2.186 0.045
O 3.327 -3.414 0.448
C 2.252 -1.367 0.640
C 2.157 -1.823 2.164
C 2.516 0.172 0.675
C 0.855 -1.761 0.017
H 0.278 3.641 2.056
H 0.718 5.047 1.036
H 0.845 5.112 2.890
H -1.682 4.734 2.994
H -1.280 6.289 2.203
H -2.451 5.754 0.280
H -3.024 4.310 1.125
H -0.489 4.377 -0.692
H -0.954 2.994 0.351
H -3.285 3.046 -0.979
H -2.491 4.087 -2.204
H -2.371 1.796 -2.972
H -0.685 2.072 -2.350
H -1.510 1.017 -0.005
H -3.113 0.780 -0.839
H -2.351 -0.892 -2.255
H -1.680 -1.259 -0.556
H 0.359 0.307 -1.959
H -0.199 -0.787 -3.258
H 0.019 -2.934 -3.221
H 1.247 -3.864 -2.329
H -1.323 -3.238 -0.724
H -1.432 -4.312 -2.187
H 0.052 -5.984 -1.136
H 0.567 -4.765 0.178
H -3.074 -2.405 1.009
H -1.271 -2.684 1.141
H -2.999 -0.955 3.087
H -1.688 -0.487 1.907
H -0.470 -3.146 4.742
H -1.765 -2.071 5.401
H -2.524 -4.486 4.560
H -3.458 -3.035 4.140
H 2.373 -0.298 -2.278
H 2.242 -1.808 -3.210
H 4.368 0.045 -1.557
H 5.545 -1.293 -0.996
H 5.013 -1.166 -2.707
H 3.919 -3.180 -3.251
H 4.996 -3.543 -1.876
H 3.279 -4.221 -1.919
H 3.186 -1.806 2.598
H 1.688 -2.826 2.274
H 1.483 -1.104 2.696
H 2.689 0.621 -0.335
H 3.357 0.399 1.368
H 1.588 0.647 1.077
H 0.614 -2.760 0.471
H 0.123 -1.051 0.488
O -5.149 1.959 -0.298
H -5.440 2.865 -0.455
H -5.063 1.904 0.655
O -6.685 2.700 1.841
H -7.484 3.232 1.908
H -6.593 2.314 2.717
O -4.923 4.890 0.155
H -5.257 4.435 0.940
H -5.140 5.811 0.315
O 4.274 -3.128 4.957
H 3.445 -3.578 5.148
H 4.309 -3.105 3.992
O 2.869 -4.611 -5.218
H 3.729 -4.569 -5.652
H 2.639 -5.548 -5.247
O 5.664 -0.360 3.753
H 6.200 0.128 4.388
H 5.379 -1.139 4.243
O 0.083 0.637 3.201
H 0.632 1.112 3.835
H -0.198 -0.153 3.684
O -2.575 8.100 3.342
H -2.036 8.296 4.115
H -2.111 8.535 2.618
O 7.768 1.171 2.475
H 8.366 1.305 3.217
H 7.118 0.532 2.802
O -5.128 8.271 0.736
H -4.587 8.458 1.514
H -4.663 8.711 0.016
O 0.053 -8.851 1.083
H -0.238 -9.243 1.912
H -0.176 -7.918 1.173
O 0.673 1.599 -4.658
H 1.295 1.737 -3.936
H 0.019 0.990 -4.297
O 7.087 0.258 -3.122
H 7.943 0.414 -3.539
H 7.196 0.607 -2.228
O 1.380 -4.273 6.329
H 0.561 -4.677 6.632
H 1.340 -4.354 5.371
O -3.796 3.561 4.529
H -3.084 3.333 3.921
H -3.377 4.140 5.173
O 2.036 -0.620 5.630
H 2.898 -0.572 5.202
H 1.812 -1.555 5.596
O 2.056 7.599 1.475
H 2.402 7.195 2.277
H 2.481 7.109 0.765
O -5.332 5.335 2.798
H -5.279 4.807 3.607
H -5.766 6.149 3.075
O -0.822 -0.401 -5.602
H -1.647 -0.791 -5.926
H -0.329 -0.192 -6.402
O 1.645 -3.289 -8.042
H 1.984 -3.688 -7.231
H 2.091 -3.770 -8.745
O 3.104 -6.602 -3.075
H 2.799 -5.701 -3.238
H 3.179 -6.653 -2.116
O 3.338 1.174 7.686
H 2.541 0.771 7.317
H 3.857 1.412 6.913
O 2.782 2.996 -1.612
H 3.638 3.146 -2.028
H 2.883 3.362 -0.728
O -3.747 -5.275 -2.960
H -3.359 -5.602 -2.138
H -3.344 -5.823 -3.643
O -2.640 -1.985 -7.767
H -3.461 -2.371 -8.086
H -2.150 -1.779 -8.570
O -7.770 9.212 2.362
H -7.061 8.977 1.748
H -7.344 9.788 3.004
O 6.721 2.467 -5.132
H 6.845 1.804 -4.437
H 6.885 1.987 -5.949
O -2.561 -2.364 -3.974
H -1.713 -2.336 -4.435
H -2.804 -3.298 -3.993
O -9.200 2.671 3.423
H -9.521 3.344 4.033
H -9.313 1.846 3.906
O 8.350 -1.289 -1.071
H 8.474 -1.945 -0.378
H 8.516 -1.773 -1.886
O -4.589 0.205 -2.945
H -4.907 0.878 -2.327
H -4.696 -0.621 -2.465
O 7.630 5.472 -5.796
H 7.136 5.617 -6.608
H 7.383 4.578 -5.528
O -5.675 -7.302 -2.174
H -6.160 -6.825 -2.853
H -5.179 -6.617 -1.723
*
```

Computed properties:
Kohn-Sham gap (spin up / spin down), eV: 7.34 / 7.98
⟨S²⟩: 0.75